*A*
2 unconnected molecules or ions with the total composition CH5O2PS, computed with ωB97M-V/def2-TZVPD.

Geometry as ORCA input:
```
! RIJCOSX wB97M-V def2-TZVPD def2/J DEFGRID3
* xyz 0 1
C -1.151 1.308 1.931
O 1.099 -1.506 -1.746
O 0.070 2.635 -0.028
P 1.563 -0.107 -1.782
S -0.985 2.900 0.947
H -1.953 1.467 2.671
H -1.184 0.494 1.064
H -0.264 1.162 2.371
H 2.163 0.148 -0.533
H 0.481 0.923 -1.679
*
```

Output
- Kohn-Sham gap (alpha / beta) (eV) = 7.56 / 8.02
- LUMO energy (alpha / beta) (eV) = -1.480 / -1.103

*B*
A molecular structure, CH5O2PS, computed with ωB97M-V/def2-TZVPD.

Geometry as ORCA input:
```
! RIJCOSX wB97M-V def2-TZVPD def2/J DEFGRID3
* xyz 0 1
C -1.048 -1.249 0.479
O 2.043 0.425 -0.979
O 0.302 -1.109 0.028
P 0.553 -0.079 -1.214
S -0.579 2.268 -0.107
H -1.257 -2.253 0.778
H -1.694 -0.797 -0.289
H -1.260 -0.666 1.399
H 2.213 0.895 -0.216
H 0.727 2.565 0.121
*
```

Output
- Kohn-Sham gap (alpha / beta) (eV) = 8.06 / 8.06
- LUMO energy (alpha / beta) (eV) = -0.606 / -0.606

Decreasing stability: *B*, *A*

*A*
A molecular structure, C5H9NO3, computed with ωB97M-V/def2-TZVPD.

Geometry as ORCA input:
```
! RIJCOSX wB97M-V def2-TZVPD def2/J DEFGRID3
* xyz 0 1
C 0.677 1.213 0.839
C 1.127 0.212 1.874
O 0.353 2.461 1.229
O -0.707 1.333 0.623
O 1.449 1.100 -0.304
H 1.238 1.858 -0.868
H 1.035 -0.799 1.481
H 0.512 0.318 2.768
H 2.170 0.409 2.116
C -1.617 -0.443 -1.158
C 0.333 -1.345 -2.125
C -1.658 -0.737 0.163
N -0.909 -1.131 -2.098
H -2.203 0.382 -1.553
H 0.727 -1.976 -2.918
H 1.033 -0.912 -1.410
H -1.088 -1.565 0.561
H -2.470 -0.381 0.779
*
```

Output
- Kohn-Sham gap (eV) = 8.39
- LUMO energy (eV) = -0.377

*B*
2 unconnected molecules or ions with the total composition C5H9NO3, computed with ωB97M-V/def2-TZVPD.

Geometry as ORCA input:
```
! RIJCOSX wB97M-V def2-TZVPD def2/J DEFGRID3
* xyz 0 1
C -0.255 0.651 2.193
C -0.251 -0.530 1.562
C -1.304 -0.851 0.575
N -1.353 -2.162 0.231
O -2.051 -0.017 0.081
H 0.527 0.903 2.902
H -1.034 1.387 2.016
H 0.532 -1.256 1.737
H -0.690 -2.850 0.559
H -2.032 -2.447 -0.462
C 0.927 1.882 -1.137
O 1.649 0.656 -1.011
C 1.159 -0.379 -1.729
O 1.578 -1.524 -1.641
H -0.154 1.714 -1.171
H 1.259 2.409 -2.036
H 1.151 2.499 -0.263
H 0.342 -0.085 -2.407
*
```

Output
- Kohn-Sham gap (eV) = 10.73
- LUMO energy (eV) = 0.666
- structure (SMILES) = C=CC(N)=O.COC=O

Decreasing stability: *B*, *A*

*A*
C5H9NO3 in the gas phase, computed with ωB97M-V/def2-TZVPD.

Geometry as ORCA input:
```
! RIJCOSX wB97M-V def2-TZVPD def2/J DEFGRID3
* xyz 0 1
C 2.454 0.352 -0.013
C -2.292 -0.057 0.989
N 1.020 0.585 -0.140
C 0.206 -0.414 0.007
C -1.373 0.315 -0.142
C -1.787 0.496 -1.421
O 2.803 -0.114 1.267
O 2.937 -0.476 -1.043
O 0.236 -1.598 0.252
H 2.499 -1.336 -0.980
H 2.329 -0.938 1.437
H -0.530 1.186 -0.028
H 2.960 1.306 -0.134
H -3.292 0.358 0.851
H -1.892 0.298 1.940
H -2.367 -1.143 1.055
H -1.080 0.776 -2.192
H -2.830 0.404 -1.706
*
```

Output
- Kohn-Sham gap (eV) = 8.20
- LUMO energy (eV) = -1.345

*B*
A molecular structure, C5H9NO3, computed with ωB97M-V/def2-TZVPD.

Geometry as ORCA input:
```
! RIJCOSX wB97M-V def2-TZVPD def2/J DEFGRID3
* xyz 0 1
C 1.532 -1.756 0.338
C 0.832 0.668 0.116
O 0.881 -0.621 0.981
N 1.761 0.750 -0.754
H 1.966 1.702 -1.031
H 0.513 1.427 0.837
H 1.482 -2.575 1.053
H 1.025 -1.997 -0.594
H 2.557 -1.464 0.137
C -1.762 1.489 -0.682
C -0.928 0.229 -0.690
C -0.750 -0.760 1.143
O -0.987 -0.606 -1.562
O -1.215 -0.171 2.063
H -1.031 -1.724 0.707
H -1.228 2.277 -1.217
H -1.938 1.824 0.342
H -2.710 1.309 -1.188
*
```

Output
- Kohn-Sham gap (alpha / beta) (eV) = 7.20 / 7.20
- LUMO energy (alpha / beta) (eV) = -0.409 / -0.409

Decreasing stability: *A*, *B*

*A*
A molecular structure, C5H9NO3, computed with ωB97M-V/def2-TZVPD.

Geometry as ORCA input:
```
! RIJCOSX wB97M-V def2-TZVPD def2/J DEFGRID3
* xyz 0 1
C -2.690 0.780 0.138
C -0.265 -0.934 -0.044
C -0.154 -2.410 -0.209
C 2.115 1.169 0.395
C 0.946 1.162 -0.557
N -2.037 -0.346 0.231
O -3.595 1.016 -0.611
O -0.825 -0.381 1.106
O 0.560 -0.205 -0.806
H -2.431 1.420 0.920
H 0.595 -2.555 -1.073
H -1.075 -2.825 -0.511
H 0.066 -2.834 0.716
H 2.051 0.684 1.478
H 2.990 0.823 0.015
H 2.257 2.326 0.456
H 1.430 1.437 -1.487
H 0.060 1.675 -0.156
*
```

Output
- Kohn-Sham gap (eV) = 9.21
- LUMO energy (eV) = 0.284

*B*
2 unconnected molecules or ions with the total composition C5H9NO3, computed with ωB97M-V/def2-TZVPD.

Geometry as ORCA input:
```
! RIJCOSX wB97M-V def2-TZVPD def2/J DEFGRID3
* xyz 0 1
C 0.444 -0.836 0.747
C -1.961 1.521 -0.302
C -2.569 0.593 0.742
C -2.930 -1.647 0.195
C 3.468 0.647 0.373
N 1.582 -0.601 0.321
O -3.152 1.811 0.504
O -3.381 -0.522 0.590
O 2.150 0.563 0.837
H -0.129 -0.211 1.551
H -1.144 2.135 -0.015
H -2.283 1.484 -1.409
H 0.012 -1.806 0.388
H -2.381 -1.834 -0.676
H -3.514 -2.474 0.612
H 4.050 1.170 1.005
H 3.472 1.365 -0.492
H 3.793 -0.311 0.249
*
```

Output
- Kohn-Sham gap (alpha / beta) (eV) = 8.98 / 7.69
- LUMO energy (alpha / beta) (eV) = 0.356 / -0.342

*C*
C5H9NO3 in the gas phase, computed with ωB97M-V/def2-TZVPD.

Geometry as ORCA input:
```
! RIJCOSX wB97M-V def2-TZVPD def2/J DEFGRID3
* xyz 0 1
C -1.340 -1.481 -0.927
C -1.682 -0.486 0.171
O -0.716 -0.585 1.179
C 0.561 -0.699 0.609
O 1.104 -1.727 0.425
N 1.039 0.523 0.223
C 0.577 1.788 0.792
C 2.192 0.569 -0.579
O 2.692 -0.355 -1.169
H -1.181 -2.522 -0.377
H -0.390 -1.248 -1.349
H -2.203 -1.544 -1.613
H -2.613 -0.681 0.654
H -1.735 0.468 -0.186
H 0.344 2.424 -0.021
H -0.368 1.641 1.322
H 1.354 2.295 1.485
H 2.364 1.620 -0.638
*
```

Output
- Kohn-Sham gap (eV) = 10.79
- LUMO energy (eV) = 0.651
- structure (SMILES) = CCOC(=O)N(C)C=O

Decreasing stability: *C*, *A*, *B*

*A*
C5H9NO3 in the gas phase, computed with ωB97M-V/def2-TZVPD.

Geometry as ORCA input:
```
! RIJCOSX wB97M-V def2-TZVPD def2/J DEFGRID3
* xyz 0 1
C -1.928 -0.066 0.371
C 0.653 -2.402 0.421
N 0.875 -1.259 -0.413
C 1.297 0.980 0.318
C -0.177 1.395 -0.300
C 0.512 1.937 -1.422
O 1.526 -0.305 0.309
O -0.927 0.267 -0.568
O 1.993 1.782 0.884
H -0.609 2.075 0.430
H -2.405 -0.979 0.003
H -1.511 -0.236 1.367
H -2.684 0.730 0.438
H 1.595 -2.808 0.800
H 0.172 -3.147 -0.208
H 0.013 -2.174 1.282
H 1.095 2.830 -1.368
H 0.512 1.381 -2.344
*
```

Output
- Kohn-Sham gap (alpha / beta) (eV) = 8.87 / 7.73
- LUMO energy (alpha / beta) (eV) = 0.050 / -0.006

*B*
C5H9NO3 in the gas phase, computed with ωB97M-V/def2-TZVPD.

Geometry as ORCA input:
```
! RIJCOSX wB97M-V def2-TZVPD def2/J DEFGRID3
* xyz 0 1
C -2.027 -0.456 -0.098
C 1.006 0.632 0.274
C -0.754 -0.642 -0.705
C -0.065 1.687 0.279
C 1.376 -1.705 -0.256
N 0.423 -0.677 0.111
O -3.069 -0.267 -0.697
O -2.017 -0.458 1.277
O 0.226 2.846 -0.316
H 1.691 0.860 -0.557
H 1.601 0.692 1.202
H -0.683 -0.910 -1.749
H -0.940 1.597 0.899
H 2.170 -1.738 0.489
H 0.866 -2.667 -0.270
H 1.825 -1.529 -1.244
H -1.142 -0.757 1.573
H -0.485 3.492 -0.214
*
```

Output
- Kohn-Sham gap (alpha / beta) (eV) = 6.60 / 8.98
- LUMO energy (alpha / beta) (eV) = -0.823 / 0.536

Decreasing stability: *B*, *A*